DFT (the ωB97M-V functional and the def2-TZVPD basis) results for a structure of composition C33H46CaOP2Si in a non-equilibrium geometry.

For the HOMO energy, the calculation gives -4.672 eV. The total energy is -81905.64916 eV. The energy above the lowest of the compared OMol25 structures with the same formula, charge and spin is 430.3 kJ/mol.

Each line ends with the Löwdin charge.
Atoms and positions in Å:
P 0.131 -2.527 -1.317  0.791
P -0.111 1.627 -1.401  0.792
C -0.236 -1.157 -2.528  -0.434
C 0.382 0.268 -2.553  -0.464
H -1.330 -1.092 -2.637  0.082
H 0.132 -1.635 -3.452  0.006
H 1.475 0.229 -2.710  0.086
H 0.000 0.728 -3.478  0.009
C -1.723 2.131 -2.095  -0.271
H -2.188 2.833 -1.376  0.053
H -2.393 1.266 -2.226  0.050
H -1.595 2.634 -3.063  0.022
C 0.976 3.033 -1.869  -0.275
H 0.570 3.556 -2.755  0.043
H 2.013 2.735 -2.061  0.039
H 0.978 3.739 -1.012  0.048
C -0.893 -3.909 -1.930  -0.257
H -0.982 -4.646 -1.123  0.043
H -0.396 -4.382 -2.786  0.031
H -1.894 -3.598 -2.224  0.040
C 1.729 -3.071 -2.034  -0.275
H 2.436 -2.247 -2.180  0.036
H 1.538 -3.555 -3.000  0.016
H 2.191 -3.795 -1.343  0.049
Ca 0.896 -0.277 0.274  1.122
C 0.727 1.047 -5.551  -0.119
C -0.619 1.146 -5.494  -0.125
C -1.554 0.383 -6.384  -0.178
C -1.172 -1.098 -6.629  -0.174
C -0.341 -1.770 -5.558  -0.118
C 1.003 -1.868 -5.586  -0.119
C 1.874 -1.090 -6.518  -0.178
C 1.474 0.412 -6.688  -0.175
C 0.169 -2.408 1.218  -0.439
H 1.367 1.546 -4.807  0.105
H -1.108 1.919 -4.895  0.087
H -1.621 0.878 -7.371  0.118
H -2.581 0.419 -5.990  0.108
H -2.105 -1.678 -6.709  0.111
H -0.717 -1.189 -7.634  0.113
H -0.955 -2.313 -4.819  0.103
H 1.522 -2.660 -5.039  0.094
H 1.880 -1.544 -7.524  0.116
H 2.922 -1.115 -6.193  0.105
H 2.407 0.986 -6.800  0.110
H 0.960 0.534 -7.656  0.112
H 0.971 -2.119 1.921  -0.073
H 0.187 -3.478 1.083  -0.071
H -0.787 -2.093 1.652  -0.046
O 0.166 0.793 1.970  -0.570
Si -0.064 0.803 3.565  0.436
C 1.067 -0.450 4.497  -0.207
C 2.450 -0.306 4.342  -0.117
C 3.355 -1.171 4.977  -0.097
C 2.872 -2.162 5.840  -0.106
C 1.501 -2.282 6.058  -0.087
C 0.613 -1.430 5.390  -0.087
C 0.247 2.473 4.370  -0.209
C 1.457 3.116 4.055  -0.106
C 1.829 4.308 4.700  -0.096
C 0.943 4.906 5.608  -0.104
C -0.300 4.319 5.868  -0.088
C -0.658 3.139 5.211  -0.087
C -1.772 0.326 4.183  -0.240
C -2.081 0.273 5.549  -0.141
C -3.367 -0.034 5.988  -0.087
C -4.367 -0.309 5.049  -0.103
C -4.069 -0.291 3.688  -0.097
C -2.780 0.045 3.244  -0.083
H 2.863 0.481 3.705  0.084
H 4.429 -1.087 4.777  0.095
H 3.570 -2.844 6.323  0.094
H 1.124 -3.063 6.722  0.100
H -0.445 -1.563 5.580  0.086
H 2.126 2.714 3.278  0.092
H 2.785 4.787 4.451  0.098
H 1.230 5.829 6.109  0.094
H -1.000 4.804 6.535  0.095
H -1.655 2.748 5.347  0.087
H -1.303 0.467 6.288  0.110
H -3.580 -0.060 7.059  0.101
H -5.372 -0.550 5.394  0.096
H -4.849 -0.541 2.953  0.099
H -2.573 0.079 2.173  0.092

DFT (the ωB97M-V functional and the def2-TZVPD basis) results for the ion C6H15N2 with charge +1 in a non-equilibrium geometry.

For the HOMO energy, the calculation gives -13.410 eV. The total energy is -9436.98290 eV. As for the net charge: +1. The energy above the lowest of the compared OMol25 structures with the same formula, charge and spin is 288.4 kJ/mol. Its SMILES is CNC[N+](C)=C(C)C.

Each line ends with the Löwdin charge.
Atoms and positions in Å:
C 0.902 2.973 -0.883  -0.120
N 0.450 1.789 -1.484  -0.127
C 0.748 0.476 -1.135  -0.039
N -0.222 -0.280 0.143  -0.013
C -0.983 0.731 0.952  0.001
C -0.159 -1.540 0.404  -0.313
C 0.518 -2.647 -0.315  0.006
C -1.048 -1.871 1.569  -0.031
H 0.110 3.333 -0.287  0.050
H 1.859 2.701 -0.183  0.155
H 1.246 3.764 -1.577  0.099
H -0.316 2.001 -2.198  0.186
H 1.664 0.320 -0.723  0.094
H 0.382 -0.245 -1.820  0.111
H -1.961 0.359 1.180  0.069
H -0.442 0.902 1.853  0.101
H -1.056 1.637 0.257  0.101
H 0.998 -3.408 0.292  0.096
H 1.430 -2.158 -0.939  0.138
H -0.213 -3.118 -0.948  0.100
H -0.499 -1.514 2.449  0.103
H -1.418 -2.972 1.810  0.147
H -1.987 -1.232 1.586  0.087

What did the second record say?
DFT (the ωB97M-V functional and the def2-TZVPD basis) results for the ion C6H15N2 with charge +1 in a non-equilibrium geometry.

For the HOMO energy, the calculation gives -13.410 eV. The total energy is -9436.98290 eV. As for the net charge: +1. The energy above the lowest of the compared OMol25 structures with the same formula, charge and spin is 288.4 kJ/mol. Its SMILES is CNC[N+](C)=C(C)C.

Each line ends with the Löwdin charge.
Atoms and positions in Å:
C 0.902 2.973 -0.883  -0.120
N 0.450 1.789 -1.484  -0.127
C 0.748 0.476 -1.135  -0.039
N -0.222 -0.280 0.143  -0.013
C -0.983 0.731 0.952  0.001
C -0.159 -1.540 0.404  -0.313
C 0.518 -2.647 -0.315  0.006
C -1.048 -1.871 1.569  -0.031
H 0.110 3.333 -0.287  0.050
H 1.859 2.701 -0.183  0.155
H 1.246 3.764 -1.577  0.099
H -0.316 2.001 -2.198  0.186
H 1.664 0.320 -0.723  0.094
H 0.382 -0.245 -1.820  0.111
H -1.961 0.359 1.180  0.069
H -0.442 0.902 1.853  0.101
H -1.056 1.637 0.257  0.101
H 0.998 -3.408 0.292  0.096
H 1.430 -2.158 -0.939  0.138
H -0.213 -3.118 -0.948  0.100
H -0.499 -1.514 2.449  0.103
H -1.418 -2.972 1.810  0.147
H -1.987 -1.232 1.586  0.087

Copy entry 2 word for word.
DFT (the ωB97M-V functional and the def2-TZVPD basis) results for the ion C6H15N2 with charge +1 in a non-equilibrium geometry.

For the HOMO energy, the calculation gives -13.410 eV. The total energy is -9436.98290 eV. As for the net charge: +1. The energy above the lowest of the compared OMol25 structures with the same formula, charge and spin is 288.4 kJ/mol. Its SMILES is CNC[N+](C)=C(C)C.

Each line ends with the Löwdin charge.
Atoms and positions in Å:
C 0.902 2.973 -0.883  -0.120
N 0.450 1.789 -1.484  -0.127
C 0.748 0.476 -1.135  -0.039
N -0.222 -0.280 0.143  -0.013
C -0.983 0.731 0.952  0.001
C -0.159 -1.540 0.404  -0.313
C 0.518 -2.647 -0.315  0.006
C -1.048 -1.871 1.569  -0.031
H 0.110 3.333 -0.287  0.050
H 1.859 2.701 -0.183  0.155
H 1.246 3.764 -1.577  0.099
H -0.316 2.001 -2.198  0.186
H 1.664 0.320 -0.723  0.094
H 0.382 -0.245 -1.820  0.111
H -1.961 0.359 1.180  0.069
H -0.442 0.902 1.853  0.101
H -1.056 1.637 0.257  0.101
H 0.998 -3.408 0.292  0.096
H 1.430 -2.158 -0.939  0.138
H -0.213 -3.118 -0.948  0.100
H -0.499 -1.514 2.449  0.103
H -1.418 -2.972 1.810  0.147
H -1.987 -1.232 1.586  0.087

Among the records above, which one has the highest total energy? C6H15N2

Number 1 is which compound? C33H46CaOP2Si